# C37H28MnN2O2P2S3

C37H28MnN2O2P2S3 as an isolated structure (ωB97M-V with the def2-TZVPD basis set, OMol25).

```
75
Properties=species:S:1:pos:R:3:lowdin_charge:R:1
Mn 0.5044 2.2895 -1.7562 0.297
O -1.4660 4.5356 -4.2272 0.033
C -1.4434 3.9687 -3.1489 -0.577
O -1.0213 2.6821 -2.9804 -0.251
C -2.0763 4.6326 -1.9768 -0.137
C -3.1427 5.5108 -2.2237 -0.046
C -3.9208 6.0849 -1.2104 -0.132
C -3.5403 5.8608 0.0932 -0.139
C -2.4424 5.0464 0.4194 -0.176
C -1.6568 4.4765 -0.5901 -0.615
S -0.2056 3.6998 0.0178 0.500
H -3.4503 5.7085 -3.2559 0.109
H -4.7723 6.6905 -1.4533 0.075
H -4.1236 6.3038 0.9187 0.089
H -2.2344 4.8269 1.4811 0.084
C 0.6853 -2.2814 -0.0761 -0.370
C -0.6838 -1.6821 -0.4303 -0.411
P -1.3771 -0.2274 0.4775 1.041
C -2.8553 0.1152 -0.5859 -0.359
C -2.9177 -0.1065 -1.9708 -0.076
C -4.1563 0.0511 -2.5801 -0.094
C -5.2672 0.5531 -1.9119 -0.110
C -5.1289 1.0127 -0.6046 -0.093
C -3.9543 0.7127 0.0702 -0.120
C -2.0919 -1.1126 1.8844 -0.413
C -1.3871 -1.1154 3.1071 -0.143
C -1.8486 -1.8472 4.1701 -0.105
C -3.0373 -2.5647 4.0648 -0.113
C -3.7212 -2.5475 2.8751 -0.107
C -3.2680 -1.8023 1.7878 -0.115
P 1.4667 -1.9049 1.5810 1.067
C 2.4702 -3.3984 1.8120 -0.387
C 3.6320 -3.2703 2.6494 -0.118
C 4.4318 -4.3361 2.9226 -0.097
C 4.0737 -5.6292 2.4535 -0.103
C 3.0038 -5.7545 1.5912 -0.107
C 2.1485 -4.6669 1.3806 -0.110
C 2.7664 -0.7070 1.1204 -0.406
C 3.9303 -1.1239 0.4891 -0.120
C 4.9729 -0.2497 0.1763 -0.074
C 4.8296 1.1041 0.4563 -0.074
C 3.7032 1.5159 1.1774 -0.084
C 2.6530 0.6471 1.4341 -0.107
H 1.4241 -1.9855 -0.8330 0.042
H 0.5875 -3.3851 -0.1665 0.057
H -1.4279 -2.4933 -0.4213 0.084
H -0.6057 -1.2943 -1.4457 0.022
H -2.0503 -0.4521 -2.5081 0.095
H -4.2557 -0.3453 -3.6077 0.108
H -6.2480 0.6264 -2.4206 0.100
H -5.9720 1.3805 -0.0206 0.097
H -3.8451 0.8684 1.1330 0.098
H -0.4687 -0.5065 3.2185 0.077
H -1.2865 -1.9007 5.0818 0.092
H -3.4130 -3.1792 4.8841 0.095
H -4.6900 -3.0555 2.7595 0.101
H -3.8174 -1.8792 0.8375 0.117
H 3.8595 -2.2993 3.1049 0.112
H 5.3124 -4.2241 3.5178 0.088
H 4.5065 -6.5551 2.8011 0.087
H 2.6965 -6.7274 1.1938 0.099
H 1.2135 -4.8806 0.8471 0.095
H 4.0948 -2.1747 0.2178 0.113
H 5.8770 -0.6935 -0.2495 0.105
H 5.6594 1.7658 0.2563 0.100
H 3.5837 2.5103 1.5692 0.099
H 1.7277 1.0141 1.9121 0.101
S 2.8766 2.9522 -2.5612 0.518
C 2.7849 1.3641 -3.2011 -1.155
S 1.5927 0.2735 -2.5879 0.520
C 3.8111 0.9577 -4.0654 -0.451
C 4.9240 1.7472 -4.3003 -0.320
N 5.9450 2.3271 -4.4016 0.100
C 3.7526 -0.2141 -4.8049 -0.297
N 3.7698 -1.2426 -5.3681 0.098
```

## Properties
**Charge**: -2
**Spin multiplicity**: 6
**E**: -128305.864 eV
**Relative energy (zero: lowest compared OMol25 entry of this formula, charge and spin)**: 0.0 kcal per mole
**Lowest unoccupied orbital energy (spin up / spin down)**: 3.84 / 3.84 eV
**Orbital gap (spin up / spin down)**: 0.2111 / 0.2267 Ha
**⟨S²⟩**: 8.76